111
Properties=species:S:1:pos:R:3:lowdin_charge:R:1 method="wB97M-V/def2-TZVPD" homo_energy_ev=-10.141 lumo_energy_ev=-4.88 charge=+1 orbital_gap_ev=5.26
H -3.528 -0.468 -1.284 0.1009
O -0.005 -0.734 7.034 -0.2921
S -1.207 0.071 7.050 0.6048
H 1.474 -1.793 0.899 0.1461
H -0.651 -5.391 1.600 0.0840
H 3.408 0.126 2.573 0.0804
C -2.372 1.168 -7.898 -0.2730
H 2.907 2.643 2.817 0.0695
N -5.311 4.019 0.352 -0.0380
H -5.307 1.571 0.589 0.1005
H 3.124 -0.075 -4.355 0.1208
C -1.491 -2.647 -7.901 -0.1166
H -1.238 -2.314 -2.799 0.1239
H -2.985 -1.136 0.453 0.1124
O -2.438 -0.838 7.613 -0.2617
C 1.196 -1.502 -0.210 -0.0147
O 1.222 -7.452 1.800 -0.2808
H -4.661 6.166 -0.457 0.1377
C 3.742 -5.798 4.257 -0.0766
H -0.024 6.133 -3.318 0.0756
H -3.033 1.991 -1.523 0.0773
H 2.814 -0.279 4.336 0.0945
H 0.487 -4.050 1.223 0.0310
H -2.518 -2.860 -8.203 0.0793
O -1.658 0.805 5.887 -0.3140
C -1.188 2.086 -7.659 -0.0749
H -1.991 -3.434 7.446 0.0880
C -2.285 -2.985 6.492 -0.0764
O -0.937 -2.799 0.351 -0.0596
H -0.657 1.810 -6.743 0.0645
O -1.950 -0.152 -8.207 -0.2600
C 2.576 0.370 3.381 -0.1860
C -4.486 4.991 -0.510 -0.0705
O 0.435 4.087 2.608 -0.1643
C -2.806 -1.214 -0.702 -0.1130
H 3.709 2.082 4.438 0.0991
H -1.517 3.124 -7.560 0.0825
O -1.206 4.298 0.804 0.0236
C 0.905 2.781 0.330 0.0379
N -1.386 -0.834 -1.122 -0.1884
H 4.205 -6.230 3.365 0.0717
H -0.840 -2.551 -8.772 0.0790
O 2.843 -5.622 1.139 -0.3015
C 0.511 5.208 -2.802 -0.4552
C -0.149 3.089 3.563 -0.4169
O -0.088 -0.807 -6.668 -0.3054
H -2.045 1.759 8.482 0.0777
C 2.105 3.242 -0.693 -0.0420
H 4.425 -2.465 -4.049 0.0868
H -1.366 -2.767 5.941 0.0678
S 1.613 -6.060 1.764 0.6250
C 1.599 0.097 -0.423 -0.0025
H 4.255 -6.202 5.134 0.0830
C 3.254 -2.402 -3.839 -0.1259
C -3.096 -1.723 6.718 -0.2773
H -0.470 2.016 -8.482 0.0876
C 2.454 4.843 -0.889 -0.1600
H 3.654 -1.506 -1.504 0.1005
H -2.938 1.533 -8.761 0.1282
H -0.483 2.094 3.034 0.0873
O -2.499 -1.169 -5.982 -0.2964
S 1.247 2.599 4.753 0.7965
S -2.926 6.119 -3.420 0.6189
H -2.362 -0.832 -3.123 0.1085
C 0.272 -5.112 1.089 -0.1413
H -0.951 0.617 9.339 0.0789
H 2.612 -2.835 -4.723 0.0923
N 2.739 0.571 -1.347 -0.0890
H 2.913 5.275 0.114 0.1414
C -4.919 2.573 0.118 -0.0714
H 1.670 -0.814 -3.264 0.0905
H -1.102 3.516 4.113 0.1353
C 1.174 5.744 -1.401 -0.2354
C -0.459 -1.716 -0.316 -0.2371
H 3.048 -3.097 -2.892 0.0844
N -3.497 4.251 -1.385 -0.1734
C -2.485 4.785 -2.407 -0.9032
H -3.324 -1.223 5.771 0.1139
H -4.052 -1.991 7.179 0.1263
H -3.014 -2.294 -1.146 0.1163
O 1.550 -5.452 3.275 -0.2696
H -0.486 -0.519 -3.124 0.0916
C -1.115 1.191 8.425 -0.1151
C 3.579 -0.460 -2.074 -0.6923
C -1.344 -1.150 -2.609 -0.0961
H 3.287 4.924 -1.739 0.1285
C 2.981 2.080 -1.507 0.0693
S -1.463 -1.123 -6.991 0.6156
C 0.646 1.155 0.452 0.1035
H -0.229 0.778 1.157 0.1301
H -1.121 -3.438 -7.246 0.0774
H 1.650 -2.214 -1.022 0.1211
H 1.850 -5.761 5.259 0.1244
C 2.260 -6.118 4.309 -0.2770
H 0.196 -5.345 0.024 0.0818
H -0.274 1.867 8.254 0.0751
H 1.608 6.829 -1.622 0.1350
H 0.334 5.889 -0.597 0.1112
I 5.696 0.138 -2.355 0.8386
S -0.814 3.904 -2.507 0.7672
H 2.086 -7.199 4.268 0.1188
H -2.860 -3.716 5.916 0.0814
H 1.338 4.799 -3.539 0.1038
C 2.746 1.961 3.756 -0.4976
H 3.812 2.535 -2.232 0.1102
H 3.904 -4.717 4.215 0.0818
C -0.040 3.784 1.219 -0.2286
C 2.823 -0.833 -3.516 -0.2378
H -3.055 1.170 -7.041 0.1169
H 1.490 0.169 2.974 0.0567
C -3.722 2.786 -0.995 -0.0632

115
Properties=species:S:1:pos:R:3:lowdin_charge:R:1 method="wB97M-V/def2-TZVPD" homo_energy_ev=-7.277 lumo_energy_ev=-0.41 charge=0 orbital_gap_ev=6.86 e_above_lowest_ev=0.000
O -5.809 10.261 21.415 -0.5996
H -10.832 8.767 21.005 0.0809
H -9.567 10.405 17.619 0.0289
O -8.229 6.766 18.718 0.0884
H -9.991 14.528 23.014 0.0519
C -3.479 8.827 23.040 -0.2090
H -6.616 14.662 21.351 0.0532
H -8.295 14.781 23.490 0.0601
H -12.758 8.147 17.856 0.0572
H -7.734 11.336 19.459 0.0277
S -5.493 10.844 20.046 0.9462
H -11.334 13.647 21.170 0.0592
C -14.966 14.082 20.828 -0.5351
H -10.012 9.001 18.623 0.0386
O -8.252 7.300 26.088 0.0881
C -8.873 11.459 29.053 -0.0112
H -8.340 6.749 22.481 0.0706
H -5.053 8.780 18.995 0.0382
H -9.424 13.149 27.593 0.1390
C -3.959 13.236 23.670 -0.2210
H -14.207 11.544 22.426 0.1316
H -7.768 5.094 22.609 0.0714
C -7.050 6.325 19.058 -0.5015
O -7.110 5.661 20.281 0.0694
H -3.476 9.269 24.036 0.0475
S -8.403 13.115 21.610 0.9424
O -5.996 6.552 18.431 0.0810
C -6.969 10.678 19.047 -0.2346
H -3.302 13.904 24.227 0.0639
O -5.755 14.501 27.913 0.0919
O -6.840 12.494 28.462 0.0832
O -6.234 8.725 23.388 -0.5413
H -4.429 13.856 22.907 0.0400
C -8.561 5.719 22.199 0.0126
C -9.729 9.618 22.526 -0.3366
H -3.463 12.535 22.999 0.0651
H -10.111 6.040 19.444 0.1427
O -11.533 9.888 15.837 -0.5554
H -3.723 6.193 24.270 0.0558
C -4.725 6.618 24.201 -0.1931
C -8.446 5.501 20.632 -0.3173
H -3.963 12.789 26.664 0.0505
C -13.283 12.666 20.673 -0.2944
H -5.459 5.814 24.142 0.0403
H -9.097 13.345 23.929 0.0387
H -3.506 9.587 22.258 0.0232
C -10.296 10.012 18.328 -0.2443
C -7.511 14.471 20.759 -0.2128
H -8.267 6.513 29.307 0.0827
O -15.641 15.085 20.741 0.1361
O -7.608 13.790 26.812 0.0659
H -14.599 11.077 20.745 0.1244
C -8.664 5.990 25.968 -0.5546
O -13.710 13.968 20.444 0.0914
O -7.295 12.188 22.094 -0.5844
H -8.122 15.360 20.600 0.0648
C -12.069 10.128 24.160 -0.3177
O -9.459 5.695 26.912 0.1551
H -7.260 14.117 19.759 0.0457
C -12.089 12.973 21.574 -0.0298
H -9.397 7.444 20.222 0.0963
H -8.792 12.342 26.084 0.1089
C -6.668 13.659 27.778 -0.4963
O -13.250 8.884 22.360 0.0308
H -3.345 11.331 25.826 0.0540
H -3.567 9.423 19.710 0.0508
O -13.038 10.311 24.935 0.0084
H -12.320 13.448 22.527 0.1003
H -13.064 9.367 19.187 0.0406
H -7.635 10.878 27.330 0.1482
C -9.167 6.483 19.762 -0.0926
H -10.586 10.725 25.660 0.1020
C -12.969 9.184 18.116 -0.2534
H -10.711 7.055 27.595 0.1622
H -9.568 5.594 22.595 0.0894
H -10.247 10.728 19.148 0.0397
H -8.236 8.349 27.949 0.1226
O -8.608 9.470 21.828 -0.1283
O -15.394 12.904 21.389 0.0698
H -12.993 12.170 19.747 0.1402
C -9.679 6.752 27.773 -0.3183
C -14.395 11.911 21.417 -0.0805
C -8.856 7.854 27.201 -0.1529
C -4.236 11.877 26.133 -0.1706
H -6.737 11.152 18.093 0.0684
S -11.802 10.298 17.274 0.8236
C -9.645 10.244 23.902 -0.3500
O -8.288 5.318 25.042 0.1370
C -7.891 11.774 27.896 -0.3239
H -5.031 7.146 25.104 0.0502
C -4.433 9.671 19.097 -0.1857
S -5.270 12.487 24.666 0.9748
H -9.522 5.376 29.503 0.0842
H -11.570 12.076 21.913 0.0655
H -9.051 12.256 29.775 0.0966
O -8.509 10.687 24.363 -0.1144
H -9.527 8.672 26.938 0.1238
H -9.817 11.275 28.539 0.0859
S -5.084 7.898 22.877 0.9416
H -7.285 9.643 18.917 0.0684
H -8.481 10.593 29.587 0.0780
O -5.575 11.280 23.813 -0.5739
H -2.669 8.109 22.915 0.0554
H -8.817 4.564 20.215 0.1511
C -10.892 9.200 21.993 -0.0018
C -8.549 12.820 27.033 -0.1539
Mg -6.973 10.423 22.861 0.3404
H -9.821 7.024 30.019 0.0881
C -9.013 14.056 23.108 -0.1807
C -10.758 10.382 24.651 -0.0242
H -4.920 11.223 26.675 0.0490
C -9.351 6.421 29.241 0.0040
C -12.174 9.340 22.738 -0.3039
H -4.146 10.199 18.187 0.0634
H -13.907 9.504 17.662 0.0400

no.,molar mass (g mol⁻¹)
1,1008.12
2,961.42